1.
The following is a quantum chemistry calculation of a cluster of 6 separate species, C39H74ClF7N2O10P2S2Si in total at a distorted geometry, from the OMol25 dataset.

Values from the calculation:
Structure (SMILES) = [H]/N=C/C[C@@](Cl)(NP(O)(O)=S)[C@](C[C@H]1CO1)(O[C@](CCC)(CCO[Si](C)(C)C)[PH2]=S)C(F)(F)C(F)(F)C(F)(F)F.C1CCOC1.C1CCOC1.C1CCOC1.C1CCOC1.C1CCOC1

Element x y z (Å)
C  -0.95071  -0.51606  3.31280
C  -0.19532  -0.86898  2.04039
C  -0.17303  0.28941  1.02639
C  -0.97274  0.08490  -0.25957
C  -2.38133  -0.41337  0.14457
C  -3.51094  -0.28002  -0.86717
O  -4.57889  -1.14501  -0.50024
Si  -4.65519  -2.73253  -0.95591
C  -6.44658  -3.21499  -1.07286
C  -3.85154  -3.84724  0.30512
C  -3.85387  -3.09786  -2.61143
O  -0.48312  -0.96431  -1.10811
C  0.65385  -0.93622  -1.99234
C  1.77843  -0.00033  -1.54877
C  2.75185  0.60079  -2.57194
C  3.71893  1.52537  -2.01231
O  4.04055  0.14422  -2.54882
C  1.11358  -2.43929  -1.81392
Cl  2.67758  -2.71077  -2.61714
C  1.29972  -2.65593  -0.29543
C  2.41108  -3.54639  0.13701
N  3.32517  -3.06607  0.87991
N  0.08591  -3.33021  -2.32358
P  0.07533  -4.97974  -2.33133
O  -0.96147  -5.34102  -3.47786
O  1.46498  -5.39111  -2.94135
S  -0.36397  -5.89380  -0.67752
C  0.05004  -0.43701  -3.39179
F  -1.27816  -0.70972  -3.42808
F  0.14465  0.91499  -3.31176
C  0.51153  -0.74798  -4.87197
F  0.02814  0.30394  -5.56365
F  1.83923  -0.71742  -4.98412
C  -0.02430  -1.99365  -5.66676
F  0.80795  -3.00611  -5.57641
F  -1.23552  -2.35804  -5.29791
F  -0.08302  -1.63611  -6.94456
P  -1.26671  1.78663  -0.98298
S  -2.15945  3.04553  0.20982
H  -1.00975  -1.38799  3.95511
H  -0.37987  0.23217  3.83947
H  -1.93572  -0.10787  3.11548
H  -0.52641  -1.80910  1.61201
H  0.83552  -1.04696  2.33645
H  0.85877  0.53283  0.80550
H  -0.58484  1.16478  1.51935
H  -2.25310  -1.47271  0.33929
H  -2.66391  0.12472  1.03890
H  -3.18099  -0.43769  -1.89187
H  -3.91622  0.72736  -0.81967
H  -6.46100  -4.27598  -1.30866
H  -7.00251  -3.03034  -0.16269
H  -6.91255  -2.70690  -1.91229
H  -2.78056  -3.96917  0.16870
H  -4.05583  -3.50584  1.31541
H  -4.29288  -4.83701  0.21354
H  -4.33336  -3.94438  -3.09239
H  -3.80695  -2.26119  -3.30036
H  -2.82307  -3.38736  -2.42820
H  1.38598  0.85877  -1.02995
H  2.45365  -0.50792  -0.86922
H  2.37256  0.87695  -3.54311
H  4.25598  2.20070  -2.65466
H  4.01016  1.43869  -0.97864
H  0.35882  -3.02953  0.09334
H  1.50797  -1.71519  0.19679
H  2.39115  -4.59075  -0.16561
H  4.00195  -3.79290  1.10744
H  -0.81411  -2.90324  -2.47421
H  -1.83285  -5.43061  -3.07196
H  1.57246  -6.33350  -2.75289
H  -1.97406  1.56878  -2.16140
H  -0.04634  2.28366  -1.43555
C  0.82973  -4.86097  -8.51334
C  1.33844  -4.24812  -9.81814
C  0.62580  -5.10700  -10.85674
O  -0.61556  -5.49618  -10.26958
C  -0.61240  -5.19374  -8.87397
H  0.90462  -4.19601  -7.65826
H  1.38424  -5.77426  -8.28617
H  1.01135  -3.20915  -9.89621
H  2.42173  -4.27214  -9.92281
H  1.20495  -6.00732  -11.09019
H  0.42519  -4.57598  -11.78762
H  -1.27090  -4.33567  -8.69686
H  -1.00637  -6.04885  -8.32408
C  8.08815  -5.32486  0.64484
C  7.99440  -4.23451  1.71412
C  6.50659  -3.91067  1.69121
O  5.84045  -5.12707  1.33579
C  6.78839  -6.08818  0.86856
H  8.96763  -5.95897  0.74007
H  8.09717  -4.87512  -0.34978
H  8.28063  -4.63702  2.68769
H  8.61530  -3.36452  1.50952
H  6.27095  -3.15464  0.93494
H  6.12099  -3.56798  2.65158
H  6.90980  -6.86350  1.63218
H  6.40247  -6.55424  -0.03813
C  -0.80051  3.33155  7.31118
C  0.69967  3.57179  7.13492
C  1.09650  2.39777  6.24709
O  -0.04271  2.10819  5.43715
C  -1.18747  2.80380  5.93543
H  -1.35874  4.22400  7.58955
H  -0.97212  2.56925  8.07410
H  0.86860  4.51525  6.61193
H  1.25467  3.59701  8.07113
H  1.34137  1.51263  6.84471
H  1.94419  2.62088  5.59832
H  -1.42446  3.62355  5.24871
H  -2.03587  2.11858  5.96379
C  -4.76819  6.81113  5.20158
C  -4.98671  6.37592  3.75067
C  -3.56133  6.37125  3.21047
O  -2.71722  6.03259  4.31434
C  -3.45913  6.10721  5.53081
H  -5.57769  6.53097  5.87299
H  -4.63995  7.89440  5.25540
H  -5.40430  5.36776  3.72004
H  -5.64631  7.03458  3.18884
H  -3.27433  7.36144  2.83818
H  -3.40662  5.64472  2.41287
H  -3.63957  5.08723  5.89064
H  -2.86636  6.63793  6.27804
C  -0.32059  8.37212  3.70741
C  1.00881  9.12666  3.69039
C  0.63707  10.41329  4.42000
O  -0.38594  10.06339  5.35263
C  -0.87306  8.74920  5.07324
H  -0.22239  7.29662  3.57926
H  -0.97514  8.75025  2.91873
H  1.76082  8.57360  4.25717
H  1.40120  9.30695  2.69109
H  0.24034  11.16115  3.72441
H  1.47279  10.85705  4.96196
H  -0.51050  8.06512  5.84900
H  -1.96324  8.75613  5.10128

Forces on atoms 1 to 2 (eV/Å):
0.28 -0.20 -0.23
0.25 0.15 0.12



2.
The following is a quantum chemistry calculation of a structure of composition C39H74O17S at a distorted geometry, from the OMol25 dataset.

Values from the calculation:
Energy relative to the best compared isomer or geometry (same formula, charge and spin) = 87.34 kJ/mol

Element x y z (Å)
C  2.13834  3.53491  0.46438
C  1.59849  4.77222  -0.18980
C  0.74487  4.64979  -1.48172
O  -0.35779  5.49123  -1.21559
C  -0.47567  5.79666  0.05089
O  -1.33909  6.43658  0.64622
O  0.65171  5.24627  0.73094
H  1.33978  2.79303  0.46171
H  2.61808  3.74007  1.42139
H  2.97123  3.09552  -0.08455
H  2.29615  5.59544  -0.34363
H  0.47079  3.59485  -1.49005
H  1.34956  4.91137  -2.35007
C  -0.87738  2.33207  -2.39069
C  0.51382  1.86887  -2.85899
C  1.07552  2.73360  -3.96833
O  2.42638  2.89080  -3.48485
C  2.48546  2.56257  -2.21158
O  3.49140  2.64824  -1.50882
O  1.35697  2.06454  -1.77792
H  -1.21074  1.79800  -1.50089
H  -1.60822  2.11211  -3.16889
H  -0.93126  3.41327  -2.26335
H  0.47538  0.81620  -3.13920
H  0.71536  3.75135  -4.11863
H  1.14408  2.17338  -4.90082
C  -2.44247  -2.54529  0.33708
C  -2.33555  -3.15208  1.68684
O  -1.73633  -2.64033  2.60242
C  -2.90285  -4.57393  1.80541
H  -1.51741  -2.84437  -0.15582
H  -2.53850  -1.46080  0.38947
H  -3.29839  -2.91195  -0.22955
H  -3.98974  -4.51634  1.74680
H  -2.65048  -4.91876  2.80815
H  -2.50363  -5.28444  1.08161
C  -2.89687  4.50279  -0.61064
C  -2.39164  3.56473  0.46124
O  -2.26507  3.89889  1.66033
C  -2.07778  2.13671  0.18797
H  -2.09155  4.50526  -1.34520
H  -2.82653  5.47677  -0.12638
H  -3.82371  4.31255  -1.15181
H  -1.15173  2.06337  -0.38227
H  -2.80949  1.68178  -0.47968
H  -1.99205  1.46611  1.04298
C  4.61081  -1.48877  0.94284
C  4.35632  -1.01307  -0.40596
O  4.72227  -1.62047  -1.36530
C  3.67261  0.32187  -0.39379
H  5.42990  -2.20374  1.02040
H  3.71509  -2.02259  1.26038
H  4.94869  -0.61254  1.49617
H  3.19496  0.33109  0.58594
H  3.00277  0.27460  -1.25238
H  4.35816  1.15464  -0.55068
C  0.62975  1.38071  2.42968
C  0.31540  2.44608  3.39881
O  1.11546  2.82949  4.24302
C  -1.07688  3.03141  3.33630
H  -0.30071  0.87421  2.17318
H  1.36701  0.65129  2.76508
H  1.09084  1.72994  1.50580
H  -1.05575  3.82982  4.07804
H  -1.82400  2.32723  3.70241
H  -1.31165  3.43602  2.35178
C  -4.70291  0.61890  -1.67477
C  -3.20856  0.69036  -1.94091
O  -2.79541  1.40828  -2.90454
C  -2.26432  -0.11263  -1.10379
H  -4.82729  0.60780  -0.59194
H  -5.17990  -0.26347  -2.10141
H  -5.23993  1.52634  -1.95087
H  -2.41641  -1.17923  -1.26913
H  -2.33844  0.05891  -0.02993
H  -1.22830  0.07363  -1.38676
C  -3.39767  0.51763  2.82503
C  -1.98817  -0.12618  2.71322
O  -1.37601  -0.09945  1.63829
C  -1.43348  -0.68168  3.98320
H  -4.31669  -0.05670  2.94182
H  -3.52702  0.92454  1.82214
H  -3.48142  1.37428  3.49380
H  -0.44353  -1.09645  3.79333
H  -2.03027  -1.51269  4.35916
H  -1.33382  0.06115  4.77464
C  0.25820  0.82209  -0.03634
C  0.73494  -0.52410  0.39475
O  1.85421  -0.71160  0.83585
C  -0.33079  -1.65510  0.30361
H  1.03139  1.59036  -0.03155
H  -0.69762  1.10529  0.40447
H  0.02898  0.68799  -1.09350
H  0.09407  -2.60569  -0.01883
H  -1.10046  -1.29947  -0.38139
H  -0.81086  -1.93004  1.24279
C  2.46263  -1.38177  3.29650
C  1.79835  -2.46615  2.46479
O  2.50859  -3.23078  1.83664
C  0.30680  -2.61652  2.36631
H  2.17324  -1.47524  4.34322
H  2.20687  -0.38538  2.93611
H  3.55065  -1.36777  3.23237
H  -0.00465  -2.91037  3.36868
H  0.08637  -3.37278  1.61292
H  -0.13854  -1.64283  2.16212
C  -0.17868  -2.73393  -2.22345
C  -1.26522  -2.03099  -2.96584
O  -2.42881  -2.00632  -2.58483
C  -0.84381  -1.20158  -4.21496
H  -0.38859  -3.16099  -1.24280
H  0.55392  -1.97620  -1.94553
H  0.32804  -3.45363  -2.86637
H  -1.71064  -0.65076  -4.58004
H  -0.56459  -1.94457  -4.96203
H  -0.04752  -0.50779  -3.94538
C  3.17182  -3.87877  -2.12389
C  3.25145  -3.36422  -0.64903
C  2.50721  -4.49305  0.15700
S  0.98508  -4.90022  -0.78708
O  -0.13989  -4.03514  -0.34078
O  0.82521  -6.32243  -0.87876
C  1.66213  -4.24038  -2.35299
H  3.86066  -4.71941  -2.20719
H  3.51888  -3.12619  -2.83190
H  2.65966  -2.45674  -0.52918
H  4.26870  -3.31404  -0.26073
H  2.19733  -4.40390  1.19821
H  3.05098  -5.43770  0.16386
H  1.08653  -3.32356  -2.48047
H  1.37478  -4.92174  -3.15380

Forces on atoms 1 to 2 (eV/Å):
1.13 0.16 -0.18
0.17 0.76 -0.12



Computed highest occupied orbital energy, in the same sequence as the records: -0.326; -0.298 Ha.